[1]
Below is a 2-piece molecular cluster, C9H16NO overall, with properties calculated with ωB97M-V/def2-TZVPD.

Its HOMO energy (alpha / beta) is -0.1245 / -0.3306 Ha. For the HOMO-LUMO gap (alpha / beta), the calculation gives 4.133 / 9.682 eV. Its energy above the lowest of the compared OMol25 structures with the same formula, charge and spin is 16.35 kcal/mol.

```
! wB97M-V def2-TZVPD RIJCOSX def2/J DEFGRID3
* xyz 0 2
C 1.48 -1.58 -0.79
C 0.95 -0.56 -1.75
N 2.99 -1.75 -1.12
H 1.53 -1.14 0.22
H 1.12 -2.60 -0.83
H 1.27 0.49 -1.56
H -0.17 -0.46 -1.76
H 3.38 -1.08 -1.76
H 3.47 -1.74 -0.19
H 3.12 -2.72 -1.53
H 1.23 -0.59 -2.81
C -1.98 3.05 -0.03
C -0.60 -0.74 1.36
C -1.52 -0.75 0.35
C -0.22 0.40 2.07
C -1.96 0.50 -0.09
C -0.70 1.62 1.61
C -1.60 1.70 0.50
O -0.02 -1.94 1.80
H -1.85 -1.62 -0.20
H -0.40 -2.16 2.66
H 0.49 0.39 2.89
H -2.73 0.56 -0.84
H -0.57 2.45 2.30
H -1.24 3.82 0.15
H -2.99 3.34 0.40
H -2.48 3.11 -1.03
*
```


[2]
Below is a 3-piece molecular cluster, C7H6ClINO2 overall, with properties calculated with ωB97M-V/def2-TZVPD.

Its HOMO energy (alpha / beta) is -0.0743 / -0.2037 Ha. For the HOMO-LUMO gap (alpha / beta), the calculation gives 4.840 / 6.646 eV.

```
! wB97M-V def2-TZVPD RIJCOSX def2/J DEFGRID3
* xyz -1 3
C -0.99 -0.12 2.03
C 0.16 -0.83 1.49
C -1.46 0.97 1.35
C 1.00 -1.30 2.42
C -0.35 -0.21 -4.14
C -0.77 1.58 0.30
C 0.39 1.22 -0.20
N 1.43 0.85 -0.70
O -0.03 0.87 -4.07
O -0.92 -1.18 -4.34
Cl 1.57 -1.23 -2.83
I 2.77 -2.47 1.96
H -1.58 -0.29 2.92
H 0.01 -0.90 0.38
H -2.33 1.44 1.77
H -1.17 2.44 -0.19
H 1.24 0.18 -1.61
H 1.02 -1.03 3.45
*
```


[3]
Below is C21H14MnPS5 as an isolated structure, with properties calculated with ωB97M-V/def2-TZVPD.

Its HOMO energy (alpha / beta) is -0.2855 / -0.2440 Ha. For the HOMO-LUMO gap (alpha / beta), the calculation gives 7.670 / 6.503 eV.

```
! wB97M-V def2-TZVPD RIJCOSX def2/J DEFGRID3
* xyz 0 5
Mn 0.43 2.44 0.32
C -1.90 -2.61 -4.30
C -2.63 -1.86 -3.38
C -1.98 -1.01 -2.50
C -0.59 -0.90 -2.52
C 0.13 -1.65 -3.46
C -0.52 -2.50 -4.33
P 0.34 0.20 -1.41
C -0.95 1.11 -0.50
C -1.71 0.61 0.61
C -2.65 1.39 1.22
C -2.94 2.70 0.74
C -2.29 3.19 -0.35
C -1.25 2.44 -1.00
C 0.85 -0.96 -0.06
C 0.31 -2.24 0.09
C 0.63 -3.03 1.18
C 1.50 -2.54 2.15
C 2.07 -1.28 2.01
C 1.76 -0.51 0.90
H -2.41 -3.27 -4.99
H -3.71 -1.93 -3.36
H -2.55 -0.43 -1.78
H 1.21 -1.55 -3.49
H 0.05 -3.08 -5.05
H -1.52 -0.39 0.98
H -3.20 1.00 2.07
H -3.69 3.30 1.23
H -2.56 4.16 -0.74
H -0.96 2.73 -2.00
H -0.39 -2.60 -0.66
H 0.20 -4.01 1.28
H 1.74 -3.14 3.01
H 2.75 -0.92 2.76
S 5.65 2.09 5.47
C 4.49 2.11 4.32
S 3.07 3.09 4.39
C 2.30 2.59 2.90
C 3.00 1.65 2.22
S 2.57 1.07 0.63
S 4.54 1.14 2.89
S 0.82 3.42 2.52
*
```


[4]
Below is C25H43CeNP2 as an isolated structure, with properties calculated with ωB97M-V/def2-TZVPD.

Its HOMO energy (alpha / beta) is -0.4713 / -0.4713 Ha. For the HOMO-LUMO gap (alpha / beta), the calculation gives 3.124 / 3.116 eV.

```
! wB97M-V def2-TZVPD RIJCOSX def2/J DEFGRID3
* xyz 2 1
Ce -1.10 1.81 -1.26
C -0.39 0.60 0.75
C 0.79 1.10 0.07
C -0.47 2.91 0.78
C -1.16 1.71 1.19
C 0.75 2.53 0.10
C -0.57 -0.80 1.23
H 0.40 -1.14 1.62
H -0.87 -1.47 0.42
H -1.32 -0.86 2.02
C -2.42 1.61 1.98
H -2.34 0.79 2.70
H -3.30 1.39 1.36
H -2.60 2.54 2.52
C -0.91 4.30 1.08
H -1.08 4.44 2.16
H -1.87 4.54 0.59
H -0.18 5.05 0.77
C 1.73 3.46 -0.54
H 1.30 4.46 -0.73
H 2.09 3.06 -1.52
H 2.63 3.57 0.11
C 1.77 0.24 -0.66
H 2.45 0.79 -1.33
H 1.22 -0.49 -1.28
H 2.31 -0.40 0.05
C 0.13 -3.70 -1.37
C 1.29 -3.43 -0.71
C 2.65 -3.54 -1.34
C 2.79 -3.86 -2.88
C 2.81 -2.66 -3.80
C 1.78 -1.81 -3.96
C 0.54 -1.84 -3.11
C -0.17 -3.17 -2.78
H 3.10 -4.40 -0.79
H 2.04 -4.62 -3.18
H 3.27 -2.66 -1.09
H 0.10 -3.94 -3.53
H -0.70 -4.22 -0.86
H 1.33 -3.25 0.37
H -1.26 -2.97 -2.83
H 0.77 -1.41 -2.12
H 1.87 -0.92 -4.62
H -0.18 -1.10 -3.51
H 3.75 -4.39 -3.00
H 3.75 -2.45 -4.36
P -0.87 -0.97 -5.84
P -1.24 2.23 -5.74
C -1.37 -0.16 -7.44
C -1.87 1.27 -7.25
H -2.18 -0.79 -7.84
H -0.54 -0.19 -8.15
H -1.65 1.86 -8.14
H -2.96 1.24 -7.13
C -1.66 3.89 -6.44
H -1.16 4.68 -5.86
H -2.74 4.07 -6.36
H -1.35 3.97 -7.50
C 0.54 2.29 -6.24
H 0.68 2.43 -7.33
H 1.05 1.38 -5.91
H 1.00 3.13 -5.69
C -2.38 -1.98 -5.52
H -2.50 -2.10 -4.44
H -2.29 -2.97 -6.00
H -3.30 -1.50 -5.90
C 0.14 -2.33 -6.60
H -0.25 -2.63 -7.60
H 0.02 -3.17 -5.91
H 1.23 -2.11 -6.68
N -3.10 -1.22 -1.37
C -2.29 -0.36 -1.34
*
```


no.,total energy (eV),maximum force (eV/Å)
1,-13125.8493,3.3
2,-33562.0356,4.6
3,-116789.0923,0.8
4,-59597.5021,5.5